# 1
This record from the Open Molecules 2025 dataset describes 3 unconnected molecules or ions with the total composition C4H17N2O2. The level of theory is ωB97M-V/def2-TZVPD.

Last column: Mulliken charge in e.
CARTESIAN COORDINATES (ANGSTROEM)
1 C 1.315 0.725 -0.217  -0.84
2 N 0.415 -0.035 -1.235  -0.02
3 C 0.683 0.465 -2.605  -0.91
4 C 1.179 0.054 1.137  -0.75
5 N -0.215 0.076 1.539  -0.17
6 C -0.444 -0.545 2.856  -1.01
7 H 2.306 0.502 -0.624  0.51
8 H 1.077 1.782 -0.301  0.42
9 H 0.800 -0.964 -1.095  0.35
10 H -0.194 0.875 -3.095  0.34
11 H 1.271 1.388 -2.608  0.35
12 H 1.106 -0.352 -3.176  0.35
13 H 1.473 -0.992 1.068  0.40
14 H 1.821 0.658 1.788  0.42
15 H -0.540 0.055 -0.883  0.37
16 H -0.558 1.028 1.555  0.19
17 H -0.244 -1.609 2.735  0.32
18 H 0.069 -0.041 3.669  0.33
19 H -1.510 -0.466 3.055  0.34
20 H -2.071 2.653 -0.693  0.29
21 H -2.913 1.469 -0.147  0.29
22 O -2.060 1.699 -0.529  -0.57
23 H -1.453 -2.931 -1.322  0.28
24 H -0.561 -3.008 -0.039  0.30
25 O -0.753 -2.486 -0.834  -0.59

Forces on atoms 1 to 2 (eV/Å):
-0.1 -1.5 -1.1
1.7 1.8 1.3

Total charge: +1
Energy above the lowest of the compared OMol25 structures with the same formula, charge and spin (kJ/mol): 126.1
Kohn-Sham gap (eV): 10.0


# 2
This record from the Open Molecules 2025 dataset describes a molecular structure, C9H8InO6. The level of theory is ωB97M-V/def2-TZVPD.

Last column: Mulliken charge in e.
CARTESIAN COORDINATES (ANGSTROEM)
1 O -2.329 -0.799 -3.202  0.04
2 C -1.988 -0.024 -2.445  0.20
3 In -0.963 1.463 -0.583  1.51
4 O -2.996 4.403 -1.874  0.06
5 C -2.393 3.512 -1.498  0.21
6 C 0.030 2.899 1.224  0.21
7 O 0.557 3.406 2.097  0.05
8 C 0.959 2.014 -2.132  0.23
9 O 1.872 2.227 -2.781  0.05
10 C -2.836 0.746 0.959  0.23
11 O -3.646 0.370 1.672  0.04
12 C 1.087 -2.594 0.409  -0.64
13 C 1.806 -1.694 1.405  -0.65
14 C 0.880 -0.498 1.486  -0.40
15 O 0.272 -0.383 0.164  -0.39
16 C 0.557 -1.594 -0.599  -0.41
17 H 1.723 -3.346 -0.043  0.40
18 H 0.259 -3.091 0.929  0.29
19 H 2.770 -1.404 0.971  0.29
20 H 1.977 -2.157 2.371  0.40
21 H 0.058 -0.675 2.190  0.31
22 H 1.364 0.449 1.747  0.33
23 H 1.325 -1.324 -1.333  0.31
24 H -0.345 -1.906 -1.136  0.32

Forces on atoms 1 to 2 (eV/Å):
0.9 2.4 2.2
-0.7 -2.0 -1.7

Total charge: +3
Energy above the lowest of the compared OMol25 structures with the same formula, charge and spin (kJ/mol): 0.0
Kohn-Sham gap (eV): 6.6


# 3
This record from the Open Molecules 2025 dataset describes a single C4H8N2 molecule. The level of theory is ωB97M-V/def2-TZVPD.

Last column: Mulliken charge in e.
CARTESIAN COORDINATES (ANGSTROEM)
1 C 1.990 0.036 0.428  -1.10
2 C 0.741 0.838 0.149  -0.59
3 N -0.200 -0.124 -0.790  -0.23
4 C -1.624 0.044 -0.582  -0.56
5 C -2.069 -0.586 0.673  0.34
6 N -2.420 -1.109 1.642  -0.39
7 H 2.561 -0.188 -0.484  0.29
8 H 1.828 -0.920 0.963  0.32
9 H 2.650 0.646 1.055  0.34
10 H 0.153 0.963 1.067  0.15
11 H 0.286 0.729 -1.267  0.48
12 H 0.120 -1.084 -0.916  0.30
13 H -2.203 -0.368 -1.414  0.33
14 H -1.812 1.123 -0.525  0.32

Forces on atoms 1 to 2 (eV/Å):
0.2 0.0 0.0
0.0 -0.2 0.4

Energy above the lowest of the compared OMol25 structures with the same formula, charge and spin (kJ/mol): 405.4
Kohn-Sham gap (eV): 8.2


# 4
This record from the Open Molecules 2025 dataset describes a molecular structure, C12H30Be3FNO15RbS3Sb. The level of theory is ωB97M-V/def2-TZVPD.

Last column: Mulliken charge in e.
CARTESIAN COORDINATES (ANGSTROEM)
1 C -2.213 0.202 1.198  -1.41
2 C -1.143 -0.044 2.202  0.01
3 Sb 1.016 -0.323 1.812  0.56
4 C 1.487 0.449 3.880  -0.83
5 S 1.161 1.934 0.863  0.77
6 C 2.667 2.202 -0.248  -0.90
7 O 1.321 2.913 2.090  -0.53
8 O -0.091 2.382 0.066  -0.61
9 S 0.665 -1.397 -0.364  0.86
10 C -0.840 -2.532 -0.304  -0.77
11 O 1.906 -2.346 -0.591  -0.70
12 O 0.673 -0.407 -1.556  -0.59
13 H -2.356 1.164 0.546  0.46
14 H -3.046 -0.646 1.099  0.29
15 H -1.498 -0.131 3.337  0.31
16 H 0.943 -1.939 2.548  0.02
17 H 2.738 -0.513 1.555  -0.02
18 H 0.559 1.093 4.192  0.13
19 H 1.638 -0.503 4.585  0.32
20 H 2.483 1.060 3.765  0.23
21 H 2.803 3.360 -0.481  0.34
22 H 2.577 1.614 -1.263  0.25
23 H 3.651 1.818 0.307  0.17
24 H -1.545 -2.363 -1.233  0.15
25 H -0.485 -3.671 -0.338  0.32
26 H -1.434 -2.435 0.723  0.31
27 Rb -3.667 0.756 -0.400  0.87
28 Be 4.505 3.607 1.081  0.03
29 O 2.138 -2.431 5.408  -0.72
30 H 3.069 -2.508 5.303  0.38
31 C 4.537 -5.165 4.723  0.77
32 O 4.225 -4.011 4.974  -0.43
33 O 5.211 -5.525 3.751  -0.31
34 O 4.227 -6.151 5.401  -0.33
35 O -2.464 -1.747 -6.985  -0.63
36 S -2.414 -2.765 -5.958  1.16
37 O -2.949 -2.545 -4.630  -0.58
38 O -0.884 -3.306 -5.821  -0.23
39 C 0.151 -2.366 -5.568  -0.57
40 C 0.142 -1.902 -4.123  -0.71
41 C -3.128 -4.257 -6.602  -0.94
42 H 0.079 -1.517 -6.257  0.35
43 H 1.101 -2.870 -5.775  0.30
44 H -0.758 -1.321 -3.901  0.27
45 H 1.009 -1.271 -3.913  0.40
46 H 0.150 -2.759 -3.442  0.18
47 H -2.703 -4.457 -7.587  0.32
48 H -4.207 -4.106 -6.681  0.37
49 H -2.917 -5.076 -5.912  0.31
50 Be 3.529 -1.616 6.964  0.48
51 O -5.213 3.497 -3.476  -0.42
52 C -4.679 4.395 -4.316  -0.11
53 C -5.310 4.200 -5.774  -0.07
54 O -4.758 5.082 -6.619  -0.37
55 H -3.584 4.360 -4.457  0.26
56 H -4.828 5.461 -4.069  0.25
57 H -6.404 4.260 -5.633  0.24
58 H -5.184 3.130 -6.014  0.23
59 C 1.840 3.852 5.212  -0.51
60 N 2.078 3.785 6.680  0.93
61 O 1.912 4.825 7.328  -0.36
62 O 2.425 2.690 7.139  -0.48
63 H 1.543 4.869 4.949  0.37
64 H 2.774 3.581 4.715  0.24
65 H 1.044 3.143 4.975  0.08
66 Be 1.541 -1.049 8.431  0.32
67 F 3.181 4.284 8.489  -0.44

Forces on atoms 1 to 2 (eV/Å):
4.5 -1.6 5.5
-4.2 2.2 -1.4

Kohn-Sham gap (eV): 1.8


# 5
This record from the Open Molecules 2025 dataset describes 7 unconnected molecules or ions with the total composition C7H25NO6. The level of theory is ωB97M-V/def2-TZVPD.

Last column: Mulliken charge in e.
CARTESIAN COORDINATES (ANGSTROEM)
1 C 0.744 -2.161 0.668  -0.89
2 C 1.369 -1.197 -0.064  0.01
3 C 1.884 0.061 0.482  -1.05
4 C 0.919 1.051 0.915  0.48
5 C -0.249 1.129 0.209  0.17
6 N -1.308 2.038 0.585  -0.61
7 C 1.062 1.855 2.087  -0.85
8 C 1.595 1.217 3.462  -1.40
9 H 0.217 -2.917 0.072  0.23
10 H 0.553 -2.234 1.754  0.27
11 H 1.402 -1.453 -1.170  0.39
12 H 2.508 0.533 -0.216  0.43
13 H 2.712 -0.101 1.255  0.33
14 H -0.383 0.532 -0.638  0.37
15 H -1.351 2.989 0.246  0.18
16 H -2.234 1.567 0.504  0.18
17 H 1.748 2.712 1.954  0.33
18 H 0.242 2.668 2.144  0.41
19 H 1.252 1.855 4.228  0.35
20 H 2.668 1.142 3.546  0.38
21 H 1.414 0.164 3.684  0.38
22 O 2.095 2.499 -1.732  -0.50
23 H 2.244 2.835 -2.582  0.29
24 H 1.598 1.809 -1.882  0.21
25 O -4.377 -1.264 0.330  -0.61
26 H -4.187 -0.322 0.099  0.31
27 H -3.697 -1.723 -0.047  0.30
28 O -1.875 -1.605 -2.018  -0.62
29 H -1.653 -2.006 -2.946  0.34
30 H -2.721 -1.227 -2.350  0.33
31 O -0.249 -0.183 -3.932  -0.61
32 H -0.616 -0.242 -3.040  0.34
33 H -0.341 0.754 -3.999  0.28
34 O 0.763 -2.506 -3.642  -0.60
35 H -0.047 -2.377 -3.286  0.17
36 H 1.092 -1.838 -4.266  0.33
37 O -1.678 -1.527 3.451  -0.62
38 H -0.966 -0.958 3.434  0.30
39 H -2.148 -1.568 2.699  0.29

Forces on atoms 1 to 2 (eV/Å):
-0.1 0.6 -1.2
-1.5 -2.9 -0.1

Energy above the lowest of the compared OMol25 structures with the same formula, charge and spin (kJ/mol): 439.7
Kohn-Sham gap (eV): 8.1


# 6
This record from the Open Molecules 2025 dataset describes a single C4H9NS molecule. The level of theory is ωB97M-V/def2-TZVPD.

Last column: Mulliken charge in e.
CARTESIAN COORDINATES (ANGSTROEM)
1 C 0.527 -0.692 -1.139  -1.43
2 C -0.177 -0.094 0.059  0.69
3 S 0.610 1.639 0.720  -0.07
4 N 1.634 1.123 1.995  -0.50
5 C -1.667 -0.187 0.133  -0.67
6 C -0.813 -0.946 1.063  -0.64
7 H 1.186 -1.333 -0.694  0.36
8 H 1.086 0.026 -1.701  0.37
9 H -0.268 -1.123 -1.577  0.39
10 H 2.513 1.027 1.526  0.25
11 H 1.674 1.677 2.748  0.23
12 H -2.263 -0.812 -0.515  0.27
13 H -2.337 0.560 0.694  0.21
14 H -0.672 -0.568 2.031  0.27
15 H -0.603 -1.999 1.004  0.26

Forces on atoms 1 to 2 (eV/Å):
0.4 2.9 2.3
0.7 3.4 0.1

Energy above the lowest of the compared OMol25 structures with the same formula, charge and spin (kJ/mol): 256.4
Kohn-Sham gap (eV): 9.4


- What is the Kohn-Sham gap in the fifth record?
  8.1 eV